Entry 1:
The following is a quantum chemistry calculation of C28H32ClF6N14O3PS2Ti as an isolated structure, from OMol25.

Summary:
Frontier orbital gap (spin up / spin down), Eh: 0.2566 / 0.2579
E_HOMO (spin up / spin down), eV: -5.2801 / -5.3567
2S+1: 2
LUMO level (spin up / spin down), eV: 1.7016 / 1.6602
Largest force on an atom, eV/Å: 0.65
E_tot, eV: -139471.2173
Net charge: -1
Energy relative to the best compared isomer or geometry (same formula, charge and spin), kcal per mole: 43.2

Positions of all 88 atoms, in Å:
Ti -0.344 -0.766 0.772
N -0.445 -2.532 -2.590
C -1.476 -2.715 -1.683
N -2.496 -3.495 -1.966
N -3.274 -3.417 -0.868
N -2.757 -2.623 -0.004
N -1.575 -2.152 -0.479
C 0.571 -1.682 -2.362
N 1.531 -1.353 -3.250
N 2.252 -0.424 -2.662
N 1.761 -0.246 -1.481
N 0.697 -0.999 -1.234
H -0.457 -3.083 -3.429
O -3.960 -1.968 2.730
S -3.623 -0.594 2.574
O -3.320 0.157 3.772
N -2.424 -0.311 1.461
C -2.792 0.563 0.545
S -1.656 1.107 -0.557
C -4.226 0.931 0.598
C -4.951 1.736 -0.262
C -6.309 1.892 -0.021
C -6.924 1.257 1.055
C -6.192 0.452 1.922
C -4.847 0.309 1.663
H -4.461 2.211 -1.102
H -6.903 2.508 -0.683
H -7.987 1.386 1.215
H -6.660 -0.052 2.757
F 1.616 -1.706 1.527
P 1.138 -3.218 2.052
F -0.411 -2.470 2.078
F 1.342 -2.717 3.554
F 0.504 -4.577 2.542
F 0.862 -3.592 0.521
F 2.625 -3.760 1.969
C -1.597 2.681 4.862
C -0.876 1.355 5.109
C -0.554 0.679 3.859
N -0.299 0.155 2.876
H -1.796 3.167 5.817
H -2.539 2.500 4.351
H -0.986 3.349 4.255
H -1.504 0.671 5.680
H 0.055 1.503 5.657
C 8.146 1.268 0.177
C 6.637 1.295 0.480
C 6.382 0.229 1.551
C 6.316 2.677 1.058
C 5.826 1.050 -0.842
O 6.399 1.893 -1.868
C 5.932 -0.405 -1.346
C 5.040 -1.511 -0.747
C 5.632 -2.875 -0.989
C 5.856 -3.343 -2.283
C 6.416 -4.589 -2.511
C 6.756 -5.383 -1.428
Cl 7.468 -6.953 -1.706
C 6.533 -4.955 -0.133
C 5.972 -3.702 0.076
C 4.374 1.568 -0.871
N 3.403 0.856 -0.075
C 2.041 0.862 -0.544
N 1.234 0.660 0.627
C 2.116 1.005 1.624
N 3.342 1.202 1.300
H 8.692 1.329 1.120
H 8.457 2.119 -0.432
H 8.461 0.343 -0.313
H 6.931 0.509 2.455
H 6.753 -0.749 1.236
H 5.329 0.154 1.811
H 7.010 2.899 1.873
H 5.304 2.707 1.458
H 6.428 3.452 0.296
H 7.268 1.542 -2.085
H 6.977 -0.714 -1.237
H 5.741 -0.361 -2.422
H 4.056 -1.464 -1.207
H 4.878 -1.375 0.318
H 5.576 -2.726 -3.129
H 6.583 -4.950 -3.517
H 6.786 -5.596 0.701
H 5.774 -3.370 1.089
H 4.072 1.452 -1.914
H 4.364 2.642 -0.648
H 1.792 1.774 -1.126
H 1.818 1.082 2.655


Entry 2:
The following is a quantum chemistry calculation of a 6-piece molecular cluster, C28H32F5N2O19PS overall, from OMol25.

Summary:
Frontier orbital gap, Eh: 0.2517
E_HOMO, eV: -9.1066
LUMO level, eV: -2.2571
Largest force on an atom, eV/Å: 9.07
E_tot, eV: -105137.8929
Structure (SMILES): NCCCCCc1cc2c(cc1P(O)(O)=S)C(=O)NC2=O.O=C1OC[C@@H](F)O1.O=C1OC[C@@H](F)O1.O=C1OC[C@@H](F)O1.O=C1OC[C@@H](F)O1.O=C1OC[C@@H](F)O1

Positions of all 88 atoms, in Å:
N 1.014 0.903 1.959
C 0.861 -0.632 1.922
C -0.710 -1.012 2.308
C -1.246 -2.401 1.623
C -2.330 -2.207 0.409
C -1.910 -0.945 -0.605
C -0.456 -1.182 -1.326
C 0.090 -2.755 -1.491
C 1.554 -3.069 -2.157
C 2.448 -1.789 -2.655
C 1.918 -0.242 -2.546
C 0.427 0.090 -1.866
P -0.067 1.934 -1.800
O 1.126 2.924 -0.934
O -1.699 2.245 -1.276
S 0.026 2.582 -3.674
C 3.838 -2.454 -3.215
O 4.822 -1.969 -3.977
N 3.789 -3.903 -2.685
C 2.370 -4.461 -2.448
O 1.958 -5.733 -2.520
H 0.266 1.324 2.584
H 0.748 1.208 0.997
H 1.218 -1.089 0.904
H 1.612 -1.032 2.749
H -0.697 -1.204 3.486
H -1.426 -0.082 2.157
H -0.340 -3.069 1.248
H -1.771 -3.034 2.487
H -3.378 -1.915 0.856
H -2.489 -3.223 -0.196
H -1.990 0.019 0.054
H -2.722 -0.969 -1.470
H -0.546 -3.696 -1.137
H 2.614 0.643 -2.925
H 1.857 2.309 -0.600
H -1.642 2.197 -0.257
H 4.249 -3.884 -1.743
C 2.714 3.896 5.786
C 3.337 2.802 4.988
O 2.525 1.685 5.272
C 1.292 2.200 5.536
O 0.265 1.542 5.555
O 1.344 3.547 5.769
F 4.589 2.540 5.424
H 3.069 3.921 6.821
H 2.873 4.881 5.337
H 3.348 2.984 3.908
C -2.053 5.976 0.482
C -1.596 6.246 1.875
O -2.094 5.147 2.603
C -2.138 4.120 1.709
O -2.252 2.946 2.021
O -2.031 4.564 0.420
F -2.167 7.372 2.359
H -3.071 6.332 0.293
H -1.384 6.412 -0.267
H -0.508 6.301 1.988
C -3.350 4.952 -5.348
C -2.119 5.793 -5.336
O -2.506 6.931 -4.598
C -3.464 6.486 -3.738
O -3.845 7.105 -2.758
O -3.943 5.258 -4.102
F -1.792 6.188 -6.587
H -4.039 5.222 -6.155
H -3.123 3.885 -5.423
H -1.256 5.319 -4.856
C -2.563 -2.821 6.411
C -3.053 -4.153 5.956
O -4.044 -3.832 5.006
C -3.657 -2.636 4.480
O -4.102 -2.168 3.445
O -2.702 -2.029 5.249
F -3.639 -4.825 6.972
H -3.174 -2.397 7.215
H -1.521 -2.852 6.741
H -2.285 -4.779 5.489
C 3.261 -6.557 -5.583
C 4.693 -6.354 -5.947
O 5.263 -7.630 -5.764
C 4.250 -8.509 -6.003
O 4.411 -9.699 -6.212
O 3.029 -7.891 -5.988
F 5.290 -5.494 -5.091
H 3.080 -6.467 -4.507
H 2.597 -5.866 -6.110
H 4.851 -6.023 -6.979


Entry 3:
The following is a quantum chemistry calculation of C28H32FI2NO10 as an isolated structure, from OMol25.

Summary:
Frontier orbital gap, Eh: 0.2745
E_HOMO, eV: -8.8327
LUMO level, eV: -1.3638
Largest force on an atom, eV/Å: 0.47
E_tot, eV: -70438.0505

Positions of all 74 atoms, in Å:
C 5.755 -1.270 -0.948
C 5.860 -2.378 0.074
I 6.821 -4.111 -0.569
C 5.363 -2.252 1.302
I 5.485 -3.686 2.814
C 4.736 -0.976 1.746
C 5.603 0.013 2.203
C 5.137 1.233 2.645
C 3.778 1.475 2.624
F 3.369 2.676 3.041
C 2.864 0.524 2.179
C 3.357 -0.720 1.737
C 2.409 -1.775 1.261
O 2.788 -2.896 0.989
C 0.976 -1.406 1.103
C 0.104 -2.318 0.521
C -1.230 -1.987 0.334
O -2.060 -2.892 -0.263
C -2.690 -3.822 0.635
C -4.072 -4.216 0.134
N -5.217 -3.438 0.578
C -5.105 -2.000 0.355
C -6.443 -1.310 0.082
C -6.202 0.032 -0.597
O -7.272 -2.147 -0.710
C -1.699 -0.732 0.718
C -0.834 0.168 1.316
C 0.504 -0.161 1.518
C 1.395 0.823 2.182
O 0.939 1.820 2.699
H 6.349 -0.404 -0.657
H 4.715 -0.945 -1.022
H 6.058 -1.615 -1.932
H 6.667 -0.189 2.222
H 5.809 1.997 3.010
H 0.459 -3.290 0.208
H -2.730 -3.406 1.646
H -2.064 -4.721 0.674
H -4.241 -5.240 0.480
H -4.065 -4.258 -0.958
H -5.368 -3.614 1.563
H -4.645 -1.492 1.216
H -4.442 -1.826 -0.498
H -6.951 -1.107 1.033
H -5.590 0.689 0.022
H -7.142 0.529 -0.835
H -5.651 -0.133 -1.529
H -7.615 -1.626 -1.442
H -2.727 -0.442 0.548
H -1.184 1.141 1.633
C -0.601 0.674 -5.154
O -0.443 -0.216 -4.045
C 0.816 -0.583 -3.815
O 1.779 -0.233 -4.445
O 0.827 -1.402 -2.765
C 2.127 -1.878 -2.405
H -1.665 0.881 -5.217
H -0.051 1.597 -4.986
H -0.258 0.204 -6.073
H 2.776 -1.043 -2.146
H 2.570 -2.451 -3.217
H 1.986 -2.519 -1.540
C -1.269 7.511 -0.721
O -1.220 6.674 0.437
C 0.001 6.219 0.730
O 1.003 6.459 0.108
O -0.086 5.463 1.818
C 1.161 4.902 2.253
H -2.310 7.801 -0.833
H -0.650 8.395 -0.583
H -0.937 6.967 -1.603
H 1.867 5.694 2.498
H 1.578 4.259 1.483
H 0.937 4.312 3.132


Entry 4:
The following is a quantum chemistry calculation of C28H32IrNO3S2Sb2 as an isolated structure, from OMol25.

Summary:
Frontier orbital gap, Eh: 0.1844
E_HOMO, eV: -7.4400
LUMO level, eV: -2.4219
Largest force on an atom, eV/Å: 4.10
E_tot, eV: -74768.5271

Positions of all 69 atoms, in Å:
Ir 0.793 2.402 -0.657
C 2.816 -0.041 2.951
Sb 2.118 -0.010 0.894
C 3.743 -1.225 0.125
C 0.559 -1.648 1.244
C 0.532 -2.480 0.048
C 1.380 -3.594 0.012
C 1.492 -4.389 -1.106
C 0.733 -4.094 -2.231
C -0.136 -3.025 -2.202
C -0.250 -2.190 -1.090
C -1.212 -1.081 -1.150
Sb -0.604 0.732 -2.287
C -2.731 1.596 -1.793
C 1.417 -0.340 -3.192
H 2.997 -1.068 3.257
H 2.085 0.414 3.611
H 3.740 0.524 2.995
H 4.000 -1.957 0.879
H 4.585 -0.566 -0.050
H 3.461 -1.731 -0.792
H -0.360 -1.123 1.474
H 0.920 -2.190 2.113
H 1.957 -3.822 0.898
H 2.159 -5.239 -1.098
H 0.817 -4.704 -3.116
H -0.753 -2.802 -3.062
H -1.512 -0.715 -0.174
H -2.100 -1.390 -1.697
H -3.427 1.267 -2.560
H -2.630 2.675 -1.815
H -3.029 1.252 -0.808
H 1.119 -1.237 -3.718
H 2.051 -0.571 -2.344
H 1.890 0.363 -3.868
S -0.016 4.040 -2.616
C 1.546 3.507 -3.091
C 2.170 3.909 -4.278
C 3.426 3.423 -4.556
C 4.040 2.564 -3.644
C 3.357 2.211 -2.499
N 2.134 2.656 -2.231
H 1.650 4.580 -4.941
H 3.940 3.703 -5.462
H 5.023 2.167 -3.833
H 3.793 1.544 -1.766
C -5.276 -2.138 2.218
C -6.084 -2.068 3.479
O -7.075 -2.703 3.695
S -5.478 -1.027 4.809
C -4.191 -0.065 4.033
C -2.850 -0.280 4.320
C -1.882 0.372 3.581
C -2.252 1.226 2.537
C -3.605 1.516 2.331
C -4.566 0.887 3.088
C -1.300 1.727 1.630
C -0.550 2.085 0.735
H -5.943 -2.275 1.371
H -4.638 -3.019 2.285
H -4.653 -1.264 2.067
H -2.571 -0.978 5.096
H -0.831 0.201 3.769
H -3.882 2.208 1.551
H -5.614 1.091 2.931
O 3.857 1.903 0.805
C 3.385 3.035 0.922
O 2.259 3.457 0.613
H 4.058 3.814 1.360


Question: Look up the largest force on an atom of the fourth one.
Answer: 4.10 eV/Å